Formula: C18H48O18S6
Source: the OMol25 dataset
Level of theory: ωB97M-V/def2-TZVPD

```
90
Properties=species:S:1:pos:R:3:mulliken_charge:R:1
C -4.43 2.33 -1.27 -1.22
C -3.59 1.18 -0.78 0.12
O -3.59 0.07 -1.73 -0.22
S -4.69 -1.07 -1.46 1.20
C -5.26 -1.09 -3.14 -1.04
O -3.98 -2.27 -1.11 -0.65
O -5.75 -0.61 -0.62 -0.58
H -5.36 1.98 -1.72 0.28
H -3.96 2.85 -2.11 0.32
H -4.58 2.99 -0.42 0.39
H -2.59 1.52 -0.49 0.27
H -3.83 0.85 0.24 0.04
H -5.80 -1.98 -3.43 0.39
H -4.43 -0.74 -3.76 0.35
H -5.87 -0.19 -3.25 0.33
C -6.31 -1.23 3.23 -1.27
C -6.85 -1.48 4.60 -0.23
O -7.10 -0.21 5.16 -0.25
S -7.88 -0.12 6.52 1.18
C -9.56 -0.47 5.99 -0.84
O -7.41 -1.15 7.37 -0.64
O -7.82 1.21 6.96 -0.61
H -5.92 -2.06 2.64 0.45
H -5.49 -0.49 3.30 0.26
H -6.87 -0.67 2.47 0.37
H -7.73 -2.13 4.60 0.38
H -6.09 -1.99 5.20 0.24
H -9.47 -1.25 5.25 0.32
H -9.94 0.49 5.68 0.31
H -10.08 -0.77 6.89 0.33
C 5.01 -0.52 -3.81 -1.18
C 6.09 0.44 -3.32 -0.03
O 6.76 0.02 -2.11 -0.33
S 5.92 -0.29 -0.81 1.09
C 5.80 -2.06 -0.80 -0.70
O 6.75 0.05 0.30 -0.65
O 4.64 0.36 -0.85 -0.37
H 4.13 -0.49 -3.17 0.16
H 5.38 -1.54 -3.97 0.31
H 4.63 -0.26 -4.80 0.48
H 6.75 0.46 -4.19 0.36
H 5.70 1.44 -3.13 0.16
H 6.62 -2.38 -0.17 0.43
H 6.00 -2.42 -1.81 0.37
H 4.81 -2.29 -0.45 -0.16
C 7.12 3.54 -1.43 -1.18
C 5.87 3.44 -0.58 -0.02
O 5.76 4.74 0.03 -0.36
S 4.49 4.96 0.95 1.21
C 3.28 5.54 -0.22 -0.92
O 4.10 3.71 1.45 -0.56
O 4.82 6.05 1.73 -0.66
H 7.26 4.57 -1.76 0.42
H 7.14 2.84 -2.26 0.25
H 8.03 3.32 -0.86 0.27
H 5.04 3.10 -1.23 0.19
H 5.93 2.65 0.17 0.39
H 2.64 6.19 0.36 0.40
H 2.84 4.66 -0.67 0.24
H 3.80 6.10 -0.99 0.34
C 1.65 1.14 -0.08 -0.47
C 1.11 0.49 1.18 -0.74
O -0.11 -0.31 0.87 -0.05
S -1.15 -0.23 2.08 1.31
C -2.36 -1.46 1.66 -0.40
O -0.48 -0.68 3.25 -0.70
O -1.75 1.06 2.08 -0.63
H 0.83 1.54 -0.68 0.33
H 2.31 0.47 -0.60 -0.05
H 2.18 2.07 0.17 0.14
H 1.93 -0.15 1.54 0.15
H 0.84 1.21 1.95 0.66
H -2.37 -1.77 0.62 0.08
H -3.32 -1.12 2.00 -0.09
H -1.98 -2.33 2.20 0.49
C 2.81 -4.03 -0.23 -1.25
C 1.61 -3.84 -1.13 -0.27
O 1.78 -2.59 -1.80 -0.14
S 1.60 -2.62 -3.36 1.26
C -0.14 -2.61 -3.47 -0.94
O 2.07 -1.43 -3.94 -0.64
O 2.12 -3.84 -3.88 -0.65
H 2.71 -4.89 0.43 0.45
H 2.85 -3.12 0.36 0.18
H 3.68 -4.18 -0.87 0.28
H 1.45 -4.65 -1.84 0.56
H 0.72 -3.77 -0.51 0.23
H -0.40 -2.20 -4.44 0.45
H -0.58 -1.95 -2.73 0.19
H -0.50 -3.61 -3.25 0.34
```

Values from the calculation:
E_tot, Eh: -4457.92593
Lowest unoccupied orbital energy, eV: 0.05
Structure (SMILES): CCOS(C)(=O)=O.CCOS(C)(=O)=O.CCOS(C)(=O)=O.CCOS(C)(=O)=O.CCOS(C)(=O)=O.CCOS(C)(=O)=O
Frontier orbital gap, eV: 10.83
Highest occupied orbital energy, eV: -10.7796

=====

Formula: C18H48O20S6V
Source: the OMol25 dataset
Level of theory: ωB97M-V/def2-TZVPD

```
93
Properties=species:S:1:pos:R:3:mulliken_charge:R:1
O -0.90 1.27 0.00 -0.39
V -1.53 0.26 -1.02 1.57
O -2.88 0.83 -1.53 -0.41
O -0.24 4.44 3.98 -0.60
S 0.77 4.68 2.99 1.24
O 1.34 5.98 2.82 -0.68
O 2.00 3.70 3.28 -0.43
C 1.69 2.31 3.60 0.48
C 2.92 1.78 4.29 -1.59
C 0.20 4.07 1.42 -0.24
H 1.48 1.78 2.68 0.02
H 0.87 2.38 4.32 0.36
H 3.80 1.76 3.64 0.37
H 2.80 0.77 4.68 0.35
H 3.19 2.41 5.14 0.42
H 0.90 4.34 0.63 0.38
H -0.74 4.54 1.16 0.18
H 0.15 2.99 1.49 -0.28
O -0.50 0.88 -2.81 -0.71
S 0.57 1.10 -3.76 0.86
O 0.45 2.20 -4.65 -0.61
O 1.91 1.21 -2.91 -0.17
C 2.65 2.47 -3.01 -0.29
C 3.61 2.56 -1.85 -1.20
C 0.84 -0.37 -4.72 -0.46
H 1.92 3.28 -3.04 0.46
H 3.21 2.52 -3.94 0.26
H 4.27 1.69 -1.83 0.28
H 3.09 2.69 -0.90 0.28
H 4.24 3.44 -2.00 0.45
H 0.82 -1.24 -4.08 -0.29
H 1.70 -0.23 -5.36 0.41
H -0.08 -0.41 -5.31 0.42
O 0.60 -0.85 -0.56 0.92
S 1.73 -1.73 -0.60 0.60
O 1.68 -3.00 0.08 -0.74
O 2.00 -1.96 -2.14 0.15
C 3.06 -2.85 -2.56 -0.50
C 4.34 -2.09 -2.91 -1.14
C 3.16 -0.86 -0.01 -1.00
H 2.66 -3.42 -3.39 0.33
H 3.31 -3.59 -1.79 0.48
H 4.12 -1.07 -3.21 0.12
H 4.79 -2.55 -3.79 0.39
H 5.11 -2.13 -2.15 0.35
H 2.92 -0.60 1.02 0.40
H 3.34 0.04 -0.60 -0.08
H 4.01 -1.52 -0.08 0.40
O -3.83 0.94 1.84 -0.72
S -3.10 2.03 2.42 1.10
O -1.79 1.82 2.95 -0.32
O -2.93 3.17 1.33 -0.01
C -4.04 3.46 0.45 -0.08
C -4.00 4.94 0.14 -1.30
C -4.10 2.87 3.66 -1.20
H -5.00 3.17 0.89 0.47
H -3.94 2.83 -0.43 -0.01
H -3.09 5.14 -0.42 0.27
H -4.00 5.54 1.05 0.30
H -4.84 5.24 -0.48 0.42
H -4.88 3.46 3.18 0.41
H -3.39 3.52 4.17 0.30
H -4.56 2.09 4.25 0.44
O -1.52 -1.59 -2.28 -0.30
S -1.56 -2.90 -2.85 1.32
O -0.96 -3.12 -4.12 -0.64
O -0.88 -3.83 -1.76 -0.31
C -0.75 -5.26 -2.00 -0.46
C 0.70 -5.65 -1.89 -1.11
C -3.23 -3.48 -2.89 -1.10
H -1.15 -5.52 -2.98 0.51
H -1.37 -5.74 -1.24 0.30
H 1.16 -5.29 -0.97 0.20
H 1.24 -5.31 -2.77 0.24
H 0.84 -6.74 -1.88 0.48
H -3.81 -2.88 -3.58 0.43
H -3.68 -3.39 -1.90 0.29
H -3.19 -4.52 -3.20 0.42
O -2.85 -1.81 2.79 -0.59
S -1.96 -1.90 1.68 1.00
O -2.30 -1.20 0.45 -0.63
O -0.51 -1.39 2.06 -0.16
C -0.04 -1.64 3.40 -0.61
C -0.50 -0.56 4.38 -0.82
C -1.67 -3.60 1.28 -1.15
H 1.04 -1.54 3.28 0.35
H -0.24 -2.64 3.78 0.39
H -0.25 -0.85 5.40 0.48
H -1.57 -0.38 4.31 0.24
H 0.01 0.37 4.14 0.01
H -1.72 -4.17 2.20 0.54
H -0.67 -3.65 0.86 0.12
H -2.47 -3.93 0.62 0.39
```

Values from the calculation:
Total charge: +1
E_tot, Eh: -5552.34562
Lowest unoccupied orbital energy, eV: -2.62
Frontier orbital gap, eV: 9.92
Highest occupied orbital energy, eV: -12.5403

=====

Formula: C18H49Li3N3O4
Source: the OMol25 dataset
Level of theory: ωB97M-V/def2-TZVPD

```
77
Properties=species:S:1:pos:R:3:mulliken_charge:R:1
Li 0.20 -0.74 -1.66 0.81
Li 0.70 -1.33 1.02 0.83
Li -1.74 0.01 0.39 0.90
O 0.64 -2.31 -0.65 -1.01
H 1.10 -3.17 -0.72 -0.08
O 0.19 0.38 0.04 -0.72
H 0.45 1.31 0.21 -0.17
O -1.80 -1.03 -1.42 -0.87
H -2.37 -0.57 -2.07 -0.01
O -1.35 -1.56 1.67 -0.88
H -1.56 -1.55 2.62 -0.06
C -0.25 -2.05 -4.39 -1.19
C 1.00 -1.13 -4.47 -0.80
N 1.05 -0.07 -3.52 0.92
C 0.12 1.06 -3.76 -0.25
C 0.21 1.81 -5.05 -1.46
C 2.52 0.31 -3.48 -0.81
C 2.82 1.32 -2.26 -0.87
H -0.35 -2.46 -3.38 0.24
H -0.33 -2.85 -5.13 0.41
H -1.13 -1.45 -4.61 0.26
H 1.66 -1.93 -4.13 0.32
H 1.24 -0.90 -5.50 0.39
H 0.20 1.78 -2.95 0.22
H -0.82 0.51 -3.71 0.22
H 0.33 1.13 -5.89 0.29
H 1.02 2.53 -5.18 0.30
H -0.70 2.36 -5.30 0.41
H 3.09 -0.62 -3.35 0.40
H 2.74 0.61 -4.50 0.46
H 2.39 0.86 -1.36 -0.11
H 3.88 1.44 -2.04 0.45
H 2.51 2.29 -2.63 0.29
C -3.68 3.89 -0.30 -1.36
C -2.67 2.68 -0.29 -0.68
N -3.01 1.59 0.71 0.90
C -4.38 1.08 0.47 -0.69
C -4.86 -0.27 1.12 -1.35
C -2.78 1.89 2.11 -0.53
C -1.33 2.20 2.45 -0.94
H -4.72 3.62 -0.45 0.29
H -3.56 4.41 -1.25 0.48
H -3.55 4.60 0.52 0.27
H -2.49 2.22 -1.26 0.31
H -1.68 3.08 -0.08 0.33
H -5.20 1.75 0.74 0.28
H -4.37 0.96 -0.61 0.39
H -4.78 -0.24 2.21 0.33
H -5.91 -0.43 0.91 0.39
H -4.25 -1.15 0.90 0.32
H -3.21 1.08 2.69 0.27
H -3.37 2.76 2.40 0.38
H -1.06 3.17 2.01 0.35
H -0.65 1.46 2.04 -0.09
H -1.14 2.36 3.51 0.43
C 0.65 -0.56 4.36 -0.82
C 2.19 -0.63 3.96 -0.63
N 2.36 -1.73 2.96 0.79
C 3.63 -1.43 2.20 -0.76
C 3.69 -0.12 1.47 -1.04
C 2.31 -3.02 3.62 -0.73
C 2.54 -4.12 2.52 -1.17
H 0.46 -1.42 5.01 0.44
H -0.04 -0.63 3.53 -0.18
H 0.40 0.28 5.01 0.41
H 2.38 0.36 3.56 0.24
H 2.80 -0.80 4.85 0.34
H 4.47 -1.61 2.87 0.40
H 3.84 -2.16 1.42 0.37
H 2.69 0.02 1.08 0.08
H 3.89 0.66 2.20 0.34
H 4.46 -0.01 0.71 0.42
H 1.38 -3.23 4.14 0.36
H 3.03 -3.27 4.40 0.39
H 3.59 -4.40 2.42 0.33
H 2.24 -3.81 1.52 0.15
H 2.05 -5.06 2.79 0.38
```

Values from the calculation:
Total charge: -1
E_tot, Eh: -1203.16611
Lowest unoccupied orbital energy, eV: 2.51
Frontier orbital gap, eV: 6.19
Highest occupied orbital energy, eV: -3.6894

=====

Formula: C18H49N4O6V
Source: the OMol25 dataset
Level of theory: ωB97M-V/def2-TZVPD

```
78
Properties=species:S:1:pos:R:3:mulliken_spin:R:1
O -25.43 -12.81 -3.45 -0.31
V -25.09 -13.84 -4.68 1.31
C -20.85 -11.55 -5.31 0.00
C -22.40 -11.72 -5.56 0.01
O -23.03 -12.93 -5.13 -0.06
H -20.48 -10.70 -5.90 0.00
H -20.34 -12.50 -5.47 0.00
H -20.70 -11.35 -4.25 0.00
H -22.50 -11.68 -6.64 0.00
H -22.83 -10.79 -5.19 0.00
C -27.76 -16.39 -0.18 0.00
C -26.68 -15.41 0.21 0.00
C -25.48 -16.02 0.99 0.01
O -24.89 -14.98 1.89 0.05
C -23.66 -15.31 2.49 0.00
N -26.19 -14.81 -1.05 0.15
H -28.05 -17.15 0.54 0.00
H -27.30 -17.18 -0.79 0.00
H -28.65 -15.91 -0.58 0.00
H -27.20 -14.66 0.81 0.02
H -24.74 -16.24 0.23 0.00
H -25.76 -16.94 1.51 0.00
H -23.31 -14.36 2.89 0.00
H -22.93 -15.80 1.84 0.00
H -23.88 -16.03 3.28 0.01
H -25.74 -13.93 -0.80 0.03
H -26.98 -14.53 -1.61 0.00
C -25.27 -14.85 -8.88 0.00
C -25.09 -14.10 -7.57 0.00
C -25.94 -12.85 -7.39 0.00
O -25.76 -12.29 -6.07 0.04
C -26.38 -10.98 -5.95 0.00
N -25.10 -15.04 -6.45 -0.01
H -24.54 -15.65 -9.03 0.00
H -25.13 -14.23 -9.76 0.00
H -26.22 -15.37 -8.81 0.00
H -24.06 -13.74 -7.59 0.00
H -26.98 -13.18 -7.41 0.00
H -25.85 -12.05 -8.13 0.00
H -27.39 -11.02 -6.36 0.00
H -25.84 -10.16 -6.41 0.00
H -26.45 -10.79 -4.88 0.00
H -25.89 -15.66 -6.55 0.00
H -24.39 -15.74 -6.60 0.00
C -22.42 -15.32 -2.41 -0.02
C -23.30 -16.08 -3.36 0.02
C -23.41 -17.60 -3.12 0.00
O -24.32 -18.18 -4.10 0.00
C -24.03 -19.51 -4.33 0.00
N -24.69 -15.61 -3.37 0.00
H -22.45 -14.24 -2.52 0.02
H -21.40 -15.70 -2.34 0.00
H -22.91 -15.42 -1.44 0.00
H -22.86 -16.00 -4.36 -0.01
H -23.75 -17.83 -2.12 0.00
H -22.39 -17.96 -3.23 0.00
H -22.97 -19.73 -4.49 0.00
H -24.43 -19.93 -5.25 0.00
H -24.43 -20.08 -3.50 0.00
H -24.84 -15.48 -2.38 -0.01
H -25.22 -16.43 -3.64 0.01
C -24.34 -10.04 0.21 0.02
C -24.28 -11.34 -0.62 0.07
C -23.24 -12.32 -0.04 0.03
O -21.89 -11.87 -0.15 0.39
C -21.18 -11.66 -1.35 0.01
N -25.62 -11.92 -0.62 0.15
H -23.49 -9.41 -0.03 0.00
H -24.38 -10.16 1.29 0.00
H -25.25 -9.46 0.01 0.01
H -23.98 -11.04 -1.62 0.00
H -23.43 -13.20 -0.66 0.00
H -23.60 -12.68 0.92 0.00
H -21.81 -11.07 -2.02 0.03
H -20.94 -12.55 -1.94 0.03
H -20.28 -11.07 -1.21 0.00
H -25.96 -11.98 0.33 0.00
H -26.18 -11.15 -0.96 -0.01
```

Values from the calculation:
Total charge: +2
E_tot, Eh: -2328.91729
Lowest unoccupied orbital energy (alpha / beta), eV: -6.59 / -11.03
Frontier orbital gap (alpha / beta), eV: 7.11 / 2.67
Highest occupied orbital energy (alpha / beta), eV: -13.6929 / -13.6975
Multiplicity: 3

=====

Formula: C18H50N4O5
Source: the OMol25 dataset
Level of theory: ωB97M-V/def2-TZVPD

```
77
Properties=species:S:1:pos:R:3:mulliken_charge:R:1
C -0.96 0.75 1.60 -0.67
O -1.06 -0.39 2.39 -0.34
C 0.14 -1.16 2.42 -0.64
C -0.08 -2.55 2.94 0.43
C -0.61 -2.66 4.35 -1.23
N 1.06 -3.39 2.74 -0.69
H -0.21 0.58 0.82 0.29
H -0.70 1.66 2.14 0.25
H -1.89 0.94 1.07 0.24
H 0.48 -1.37 1.41 0.35
H 0.92 -0.61 2.94 0.38
H -0.83 -2.89 2.22 0.21
H -0.15 -1.84 4.90 0.28
H -0.58 -3.62 4.87 0.37
H -1.67 -2.44 4.25 0.31
H 1.53 -3.28 1.85 0.22
H 0.78 -4.35 2.63 0.26
C -6.32 4.35 1.30 -0.77
O -6.15 4.07 -0.19 -0.31
C -6.02 5.27 -0.89 -0.68
C -5.73 5.00 -2.34 0.48
C -4.24 4.79 -2.52 -1.36
N -5.97 6.22 -3.12 -0.75
H -7.21 4.87 1.65 0.31
H -5.51 4.91 1.77 0.32
H -6.29 3.36 1.76 0.27
H -6.91 5.90 -0.90 0.41
H -5.28 5.93 -0.43 0.27
H -6.40 4.34 -2.89 0.25
H -3.87 3.90 -2.01 0.28
H -3.75 5.67 -2.09 0.37
H -3.91 4.77 -3.56 0.40
H -5.49 7.05 -2.83 0.24
H -5.70 6.02 -4.08 0.24
C -3.35 -1.78 -4.01 -0.77
O -3.56 -1.33 -5.31 -0.31
C -4.80 -0.61 -5.55 -0.74
C -4.74 0.12 -6.91 0.38
C -6.01 1.03 -7.10 -1.31
N -4.57 -0.95 -7.91 -0.75
H -4.26 -2.25 -3.64 0.32
H -3.33 -0.94 -3.32 0.29
H -2.53 -2.47 -3.79 0.28
H -5.65 -1.29 -5.48 0.33
H -4.90 0.10 -4.73 0.38
H -3.81 0.69 -6.89 0.30
H -6.24 1.78 -6.35 0.33
H -6.92 0.50 -7.37 0.33
H -5.75 1.52 -8.03 0.34
H -3.79 -1.54 -7.66 0.34
H -5.32 -1.63 -7.88 0.25
C 10.33 -2.88 4.93 -0.74
O 9.19 -3.66 4.49 -0.37
C 8.13 -2.92 3.94 -0.80
C 7.23 -2.37 5.06 0.71
C 6.44 -3.44 5.93 -1.32
N 6.35 -1.23 4.68 -0.71
H 10.66 -2.11 4.24 0.31
H 11.11 -3.63 5.05 0.25
H 10.16 -2.57 5.96 0.32
H 8.46 -2.03 3.41 0.39
H 7.62 -3.41 3.10 0.41
H 8.01 -1.99 5.72 -0.04
H 6.08 -3.03 6.87 0.35
H 6.96 -4.39 5.99 0.35
H 5.45 -3.54 5.47 0.35
H 5.50 -1.44 5.19 0.30
H 5.96 -1.51 3.80 0.24
C 4.74 -1.30 -1.30 -1.03
C 5.31 -0.14 -0.50 -0.14
O 4.37 0.21 0.46 -0.51
H 3.74 -0.97 -1.56 0.26
H 4.65 -2.23 -0.73 0.26
H 5.26 -1.49 -2.25 0.34
H 5.51 0.71 -1.15 0.28
H 6.19 -0.44 0.08 0.25
H 4.69 1.04 0.84 0.29
```

Values from the calculation:
E_tot, Eh: -1310.82052
Lowest unoccupied orbital energy, eV: 0.47
Structure (SMILES): COC[C@H](C)N.COC[C@H](C)N.COC[C@H](C)N.COC[C@H](C)N.CCO
Frontier orbital gap, eV: 9.51
Highest occupied orbital energy, eV: -9.0331

=====

Formula: C18H50N6O10
Source: the OMol25 dataset
Level of theory: ωB97M-V/def2-TZVPD

```
84
Properties=species:S:1:pos:R:3:mulliken_charge:R:1
C -0.29 0.37 -5.18 -1.20
N -0.89 -0.81 -4.64 -0.04
C -2.21 -1.13 -4.76 0.81
C -2.57 -2.34 -4.06 -1.07
O -2.98 -0.37 -5.32 -0.77
H -0.18 0.24 -6.21 0.38
H 0.69 0.27 -4.77 0.44
H -0.77 1.27 -4.86 0.28
H -0.34 -1.36 -4.04 0.21
H -1.68 -2.89 -3.73 0.32
H -3.22 -3.00 -4.60 0.37
H -3.12 -2.06 -3.22 0.25
C -6.39 0.21 -3.40 -1.11
N -5.00 0.15 -3.20 0.06
C -4.48 0.42 -1.97 0.59
C -2.98 0.56 -1.91 -0.23
O -5.11 0.62 -0.95 -0.79
H -6.87 0.89 -2.70 0.34
H -6.86 -0.82 -3.32 0.29
H -6.60 0.54 -4.43 0.36
H -4.35 -0.06 -3.96 0.15
H -2.66 0.87 -2.96 0.08
H -2.51 -0.37 -1.65 0.05
H -2.88 1.43 -1.23 0.20
C 1.22 3.50 1.15 -1.08
N 2.01 2.89 0.08 0.16
C 1.52 2.39 -1.15 0.57
C 0.20 2.80 -1.75 -0.36
O 2.29 1.74 -1.87 -0.67
H 1.96 3.81 1.89 0.36
H 0.68 2.78 1.67 0.39
H 0.57 4.32 0.84 0.34
H 2.78 2.33 0.46 0.04
H -0.05 2.04 -2.47 -0.28
H 0.36 3.71 -2.29 0.39
H -0.62 2.98 -1.03 0.31
C 5.16 2.80 -1.14 -0.60
N 6.08 2.70 0.01 -0.22
C 5.59 2.22 1.22 0.60
C 6.44 2.54 2.43 -1.31
O 4.54 1.64 1.22 -0.53
H 4.54 1.96 -1.11 0.12
H 5.83 2.87 -1.98 0.31
H 4.59 3.77 -1.05 0.26
H 6.80 3.43 0.08 0.25
H 5.92 2.09 3.26 0.29
H 6.43 3.62 2.49 0.40
H 7.41 2.07 2.32 0.35
C -1.97 -2.84 5.73 -0.91
N -1.55 -3.30 4.44 -0.11
C -0.28 -3.39 4.02 0.66
C -0.03 -4.09 2.63 -0.62
O 0.70 -3.02 4.66 -0.69
H -2.98 -2.42 5.51 0.35
H -1.34 -1.98 6.01 0.27
H -1.95 -3.53 6.54 0.29
H -2.29 -3.46 3.73 0.29
H 0.69 -4.87 3.02 0.33
H 0.46 -3.36 1.99 -0.10
H -0.92 -4.59 2.16 0.30
C 1.43 -0.29 3.86 -1.00
N 2.20 -0.84 2.75 0.07
C 1.73 -1.18 1.53 0.24
C 2.71 -1.75 0.51 -1.22
O 0.53 -1.20 1.26 0.02
H 1.98 0.61 4.09 0.40
H 1.46 -1.00 4.69 0.32
H 0.38 -0.05 3.55 0.23
H 3.22 -0.80 2.83 0.21
H 2.82 -2.81 0.61 0.37
H 3.73 -1.44 0.72 0.41
H 2.34 -1.56 -0.49 0.18
O -1.56 -2.88 0.38 -0.62
H -2.19 -2.42 1.01 0.44
H -0.89 -2.22 0.49 0.20
O 0.53 -0.80 -2.10 -0.57
H 0.30 -0.75 -1.18 0.13
H 1.00 0.04 -2.16 0.23
O -3.59 1.47 1.41 -0.70
H -4.24 1.32 0.73 0.40
H -3.96 1.32 2.27 0.28
O -2.37 -0.72 2.48 -0.73
H -1.45 -0.84 2.20 0.14
H -2.70 0.02 1.92 0.46
```

Values from the calculation:
E_tot, Eh: -1796.87011
Lowest unoccupied orbital energy, eV: 0.40
Structure (SMILES): CNC(C)=O.CNC(C)=O.CNC(C)=O.CNC(C)=O.CNC(C)=O.CNC(C)=O.O.O.O.O
Frontier orbital gap, eV: 9.67
Highest occupied orbital energy, eV: -9.2750